No. 1
ORCA calculation (wB97M-V/def2-TZVPD) on a structure of composition C36H34BClCrF2O3PS2.

Summary:
Orbital gap (spin up / spin down), eV: 3.4 / 3.7
Total charge: -1
ΔE to the lowest compared entry with this formula, charge and spin, kcal/mol: 0.00
HOMO (spin up / spin down), eV: -1.553 / -1.886
Expectation value of S²: 6.0471
Multiplicity: 5
E_LUMO (spin up / spin down), eV: 1.9 / 1.9

```
81
Properties=species:S:1:pos:R:3:forces:R:3:mulliken_spin:R:1
Cr 0.196783 0.149632 0.020178 0.45 0.26 0.41 3.931
O -2.307301 -1.099996 1.209641 0.37 0.07 -0.11 -0.005
C -1.801185 -0.090000 0.249647 -0.04 -0.47 0.47 -0.012
C -2.796404 0.502933 -0.454130 -0.56 0.60 -0.41 0.028
C -4.234072 0.210079 -0.370441 0.49 -0.05 0.09 -0.020
C -5.134361 0.792851 -1.202395 -0.22 0.27 -0.25 0.008
C -4.774490 1.743448 -2.206128 0.10 -0.30 0.25 0.035
C -3.434298 2.094721 -2.277580 -0.01 0.14 -0.09 -0.029
C -2.461456 1.558329 -1.445779 -0.06 -0.60 0.20 -0.014
P -0.724929 1.963178 -1.481140 -0.22 0.44 -0.63 0.047
C -0.435732 2.561706 -3.211258 0.02 -0.21 0.15 -0.025
C -0.748967 3.834469 -3.679712 0.02 0.16 0.12 0.003
C -0.546445 4.177832 -5.009854 0.03 -0.08 -0.02 0.001
C -0.022602 3.248380 -5.900061 -0.03 0.08 0.01 0.002
C 0.302979 1.977267 -5.448585 -0.01 -0.02 0.11 0.005
C 0.101639 1.646446 -4.114481 -0.02 -0.08 -0.11 0.032
C -0.554737 3.542786 -0.559353 -0.06 0.02 0.00 -0.014
C 0.674734 4.196891 -0.496199 0.05 -0.04 -0.02 -0.006
C 0.811379 5.382343 0.207155 -0.03 0.03 0.04 0.003
C -0.281651 5.922865 0.878000 0.03 -0.03 -0.04 0.002
C -1.502270 5.268223 0.835665 0.00 -0.04 -0.01 0.000
C -1.638217 4.084519 0.119594 -0.03 0.01 0.07 -0.011
H -4.564818 -0.501460 0.374443 0.01 -0.02 0.01 0.004
H -6.183162 0.525865 -1.093003 0.00 -0.01 0.00 0.000
H -5.511197 2.193718 -2.856713 -0.02 -0.01 0.00 0.004
H -3.139451 2.835307 -3.015756 0.05 0.01 -0.01 0.002
H -1.146748 4.569420 -2.988150 -0.02 -0.02 -0.02 0.002
H -0.803014 5.172507 -5.353658 0.00 0.01 0.00 0.000
H 0.131677 3.516212 -6.938364 0.00 0.00 0.00 0.000
H 0.714045 1.244088 -6.132821 0.00 0.00 -0.01 0.000
H 0.351498 0.650944 -3.759930 -0.02 0.00 0.00 0.008
H 1.536018 3.769786 -1.001558 -0.01 -0.01 -0.01 -0.004
H 1.772439 5.881617 0.247135 0.01 0.00 -0.01 0.000
H -0.175447 6.843180 1.439444 0.01 0.00 0.00 0.000
H -2.353906 5.670539 1.370476 0.00 0.00 0.01 0.000
H -2.585323 3.558191 0.089861 0.00 0.03 0.00 0.004
O 2.324748 0.118468 -0.428436 -0.18 0.06 -0.31 -0.018
S 3.796857 0.182058 -0.246295 0.10 0.29 0.67 -0.014
C 4.491526 -1.119380 -1.315931 -0.06 -0.19 -0.22 0.004
C 3.402766 -2.012205 -1.906445 0.11 -0.11 0.05 0.000
C 2.571738 -1.362292 -3.007540 0.01 0.03 -0.08 0.001
C 1.576604 -2.335556 -3.626092 0.10 0.07 -0.21 -0.001
S 0.313859 -2.784470 -2.382149 -0.28 0.06 0.38 0.000
O 0.319579 -1.682200 -1.371690 0.12 -0.20 0.03 0.022
C -1.177583 -2.548284 -3.338761 0.29 -0.08 0.07 -0.002
C -2.073030 -1.609352 -2.871913 -0.30 0.00 -0.09 -0.002
C -3.282859 -1.454038 -3.549714 0.14 0.03 0.17 -0.004
C -3.547294 -2.228236 -4.666092 -0.15 -0.01 -0.11 -0.004
C -2.634008 -3.180174 -5.115376 0.12 -0.01 0.13 0.002
C -1.438464 -3.358485 -4.435635 -0.13 0.02 -0.18 -0.004
C 4.091833 -0.558979 1.362044 -0.05 0.08 -0.44 0.004
C 5.153777 -0.091617 2.110952 0.17 -0.13 0.32 -0.001
C 5.364213 -0.624558 3.381457 -0.05 0.11 -0.28 0.001
C 4.496322 -1.588607 3.866930 -0.04 -0.10 0.15 0.000
C 3.417138 -2.028776 3.108194 0.01 0.07 -0.11 0.009
C 3.205703 -1.511806 1.838699 -0.04 -0.02 0.22 0.080
H 5.189068 -1.699169 -0.712675 0.03 0.05 0.03 -0.001
H 5.058108 -0.600844 -2.092165 -0.06 -0.01 -0.04 0.000
H 2.732632 -2.326698 -1.105150 0.01 -0.05 0.03 0.003
H 3.890958 -2.913570 -2.292187 0.00 0.01 -0.01 0.000
H 3.216455 -0.970615 -3.801319 0.03 -0.07 0.00 0.000
H 2.020520 -0.523305 -2.587466 0.02 0.05 -0.05 0.016
H 2.058438 -3.274463 -3.907572 0.01 0.00 -0.07 0.000
H 1.082229 -1.916410 -4.502317 0.00 0.06 0.05 0.000
H -1.873214 -1.050428 -1.963855 0.07 0.08 0.06 -0.022
H -3.999600 -0.734560 -3.166192 0.04 0.03 -0.11 0.008
H -4.488635 -2.104757 -5.188471 0.02 0.00 -0.01 0.000
H -2.859007 -3.796423 -5.976388 -0.02 0.02 -0.02 0.000
H -0.733037 -4.118469 -4.753999 0.02 0.02 0.00 0.000
H 5.796749 0.690278 1.725110 -0.01 0.00 -0.02 -0.001
H 6.183355 -0.265300 3.989851 0.00 -0.01 0.01 0.000
H 4.642830 -1.984394 4.864235 0.00 -0.01 -0.01 0.000
H 2.718921 -2.749660 3.511508 0.01 -0.01 0.01 0.000
H 2.331399 -1.794313 1.265533 0.00 0.01 -0.03 -0.028
F -1.901770 -2.761265 2.774526 0.01 -0.03 0.03 0.000
B -1.454591 -1.856875 1.878965 -0.36 0.13 -0.03 0.012
F -0.105024 -1.865267 1.743272 -0.04 -0.11 0.00 0.016
Cl -0.535777 1.881083 3.026241 0.23 -0.16 -0.35 0.010
C 0.750830 1.241541 1.835086 -0.20 -0.15 0.19 -0.075
H 1.347751 0.598920 2.492551 0.08 0.00 0.00 0.007
H 1.366340 2.128141 1.642325 -0.04 0.02 -0.05 0.001
```
Positions in Å, forces in eV/Å.

***

No. 2
ORCA calculation (wB97M-V/def2-TZVPD) on an isolated molecule of C26H33N5O5S in a non-equilibrium geometry.

Summary:
Orbital gap, eV: 8.7
ΔE to the lowest compared entry with this formula, charge and spin, kcal/mol: 2.81
HOMO, eV: -8.228
E_LUMO, eV: 0.5

```
70
Properties=species:S:1:pos:R:3:forces:R:3:nbo_charge:R:1
C 7.914592 3.156905 -0.831585 -0.01 -0.10 0.24 -0.597
C 7.136523 2.460022 0.277243 -0.19 0.08 -0.21 -0.389
C 5.721187 2.111982 -0.172394 0.16 -0.09 0.25 -0.421
C 4.941653 1.406973 0.936342 0.27 0.39 -0.08 -0.205
N 3.601022 1.023708 0.511574 0.06 -0.45 -0.02 -0.431
C 2.651132 1.992238 0.421429 -0.17 -0.05 -0.12 0.665
O 2.855132 3.140231 0.769983 -0.03 0.19 0.10 -0.613
C 1.308349 1.526182 -0.045541 -0.29 0.19 -0.20 -0.149
C 0.201025 1.804779 0.748818 0.11 0.02 -0.16 -0.190
C -1.053524 1.354753 0.393981 0.15 0.08 -0.04 -0.181
C -1.228830 0.608310 -0.770398 0.71 0.35 0.48 0.148
C -0.129328 0.384576 -1.599540 -0.32 -0.07 -0.05 -0.264
C 1.125062 0.840001 -1.239055 0.00 0.21 0.17 -0.165
H 1.965854 0.663963 -1.893250 0.10 -0.05 -0.07 0.231
H -0.247861 -0.154282 -2.526051 -0.02 -0.08 -0.11 0.223
N -2.507873 0.143067 -1.082378 -0.82 -0.56 0.65 -0.683
S -3.420688 -0.693714 0.066885 0.01 0.13 -0.05 2.321
O -3.690491 -2.013182 -0.429342 -0.28 0.15 -0.18 -0.938
O -2.784600 -0.586366 1.347055 -0.08 0.26 -0.09 -0.930
C -4.947577 0.235410 0.061956 0.45 -0.33 -0.11 -0.368
C -4.914337 1.615884 0.095365 0.02 0.14 0.04 -0.124
C -6.104373 2.321309 0.107550 0.08 -0.11 0.03 -0.220
C -7.326834 1.655780 0.087602 0.05 -0.10 -0.03 0.015
C -7.334382 0.264817 0.050530 0.10 0.10 0.04 -0.216
C -6.148085 -0.447384 0.037647 0.03 -0.20 0.00 -0.164
H -6.131812 -1.525039 0.001338 -0.09 -0.13 -0.03 0.243
H -8.276200 -0.263046 0.030888 -0.09 -0.06 -0.02 0.218
C -8.611043 2.422755 0.126815 -0.02 0.01 0.06 -0.632
H -8.920654 2.567625 1.162047 -0.08 0.05 0.04 0.229
H -8.493933 3.402772 -0.328542 -0.05 0.07 -0.03 0.221
H -9.402443 1.883059 -0.386964 -0.08 0.01 -0.03 0.221
H -6.086172 3.400846 0.131490 0.01 0.11 -0.01 0.216
H -3.964842 2.127330 0.100869 0.10 0.15 -0.03 0.221
C -2.835538 -0.252949 -2.432072 -0.15 -0.17 -0.39 -0.416
H -2.488387 0.509291 -3.128521 -0.03 0.02 0.05 0.217
H -2.410866 -1.225112 -2.697098 -0.01 0.05 -0.04 0.206
H -3.920543 -0.327005 -2.491959 0.00 0.00 -0.24 0.222
H -1.897871 1.555390 1.031545 -0.02 0.08 0.05 0.220
H 0.332336 2.385932 1.650036 0.01 0.08 0.09 0.225
C 3.331098 -0.344545 0.249375 -0.06 0.00 0.17 -0.140
C 2.464537 -1.051321 1.055384 0.65 0.28 -0.06 0.474
N 1.926772 -0.498481 2.179497 0.06 -0.16 -0.05 -0.788
H 1.014320 -0.800199 2.477236 0.00 0.00 -0.01 0.408
H 2.109306 0.484942 2.302222 -0.04 -0.11 0.00 0.410
N 2.169576 -2.363832 0.792268 -0.11 0.01 0.09 -0.439
C 2.787343 -3.064498 -0.234886 0.15 0.14 -0.04 0.802
O 2.583718 -4.237921 -0.440967 -0.07 -0.31 -0.11 -0.623
N 3.653535 -2.329891 -0.991919 0.26 -0.09 -0.38 -0.636
C 3.964804 -0.973887 -0.878776 -0.44 -0.23 0.37 0.648
O 4.694746 -0.455403 -1.698445 0.14 0.13 -0.17 -0.622
H 4.094963 -2.824952 -1.758993 -0.10 0.07 0.16 0.431
C 1.186249 -3.097615 1.577327 -0.45 -0.28 0.18 -0.236
C -0.255067 -2.778225 1.166773 0.23 -0.08 -0.13 -0.411
C -0.503900 -3.076978 -0.306582 -0.05 0.02 0.17 -0.628
H -0.208757 -4.095918 -0.544739 0.02 -0.09 -0.08 0.219
H 0.067871 -2.397722 -0.937444 0.04 0.02 -0.12 0.197
H -1.560027 -2.952619 -0.529974 -0.01 -0.02 -0.11 0.235
H -0.917337 -3.393929 1.776537 -0.03 0.05 0.11 0.218
H -0.514018 -1.735138 1.363309 -0.02 0.01 0.10 0.203
H 1.382095 -4.154247 1.377960 0.00 0.21 0.16 0.255
H 1.357042 -2.904381 2.638898 0.06 -0.04 -0.07 0.205
H 5.462762 0.501647 1.253885 -0.07 0.03 0.01 0.202
H 4.838004 2.082773 1.792247 0.09 -0.11 -0.01 0.212
H 5.757634 1.460237 -1.045798 -0.04 0.06 0.02 0.234
H 5.187163 3.023679 -0.444010 -0.03 0.03 -0.04 0.211
H 7.659803 1.545545 0.567550 0.02 -0.02 0.09 0.190
H 7.090393 3.110180 1.154366 0.05 -0.03 0.09 0.192
H 7.978963 2.515884 -1.707658 0.03 -0.03 -0.13 0.203
H 7.418726 4.080957 -1.119582 -0.02 0.11 -0.08 0.202
H 8.923716 3.395270 -0.502704 0.11 0.06 -0.06 0.204
```
Positions in Å, forces in eV/Å.

***

No. 3
ORCA calculation (wB97M-V/def2-TZVPD) on a structure of composition C31H40AsN3O3PTcTe in a non-equilibrium geometry.

Summary:
Orbital gap, eV: 6.6
Total charge: +2
ΔE to the lowest compared entry with this formula, charge and spin, kcal/mol: 14.12
HOMO, eV: -12.977
E_LUMO, eV: -6.4

```
81
Properties=species:S:1:pos:R:3:forces:R:3:lowdin_charge:R:1
Tc 0.727540 0.383739 0.029498 -0.47 -1.55 0.26 0.919
C -0.815837 -1.444444 -3.761917 0.12 -0.13 -0.07 -0.476
C -2.178894 -0.974936 -3.753938 -0.16 0.13 0.12 -0.075
C -2.616702 -0.158768 -2.773217 0.19 -0.07 -0.09 0.007
C -1.728202 0.212037 -1.705116 0.12 -0.11 -0.06 -0.205
N -0.470062 -0.160789 -1.666236 -0.13 0.28 0.22 -0.068
C 0.052221 -0.952728 -2.704592 0.12 0.01 0.02 -0.569
C -2.214434 0.953542 -0.518823 -0.27 0.05 -0.16 -0.196
C -3.519513 1.373401 -0.300525 0.18 -0.02 0.10 0.037
C -3.823728 1.967731 0.920811 0.07 -0.06 -0.09 0.002
C -2.841255 2.118238 1.884039 0.15 -0.07 -0.09 0.034
C -1.546689 1.693637 1.585358 -0.32 0.17 0.17 -0.207
N -1.271697 1.153919 0.404039 0.33 -0.14 -0.08 0.022
C -0.371855 1.813021 2.473660 0.01 0.11 0.24 -0.208
C -0.437891 2.397979 3.730784 0.12 -0.06 -0.12 0.025
C 0.718982 2.527059 4.482072 -0.01 -0.02 -0.05 -0.010
C 1.913186 2.073037 3.947331 -0.02 -0.05 -0.13 -0.014
C 1.904687 1.489437 2.691325 0.02 0.00 0.17 -0.114
N 0.790034 1.348117 1.967417 0.02 -0.19 -0.18 -0.033
H -0.598746 -2.395324 -4.225767 -0.01 -0.05 0.02 0.100
H -2.845062 -1.313495 -4.534174 -0.05 0.00 -0.03 0.133
H -3.636437 0.189592 -2.764697 -0.04 0.01 0.00 0.115
H 0.917107 -1.518597 -2.396822 -0.06 -0.11 -0.03 0.063
H -4.286029 1.238168 -1.045455 -0.06 -0.01 -0.04 0.119
H -4.831486 2.301554 1.120836 -0.04 0.01 0.01 0.129
H -3.081396 2.560722 2.838137 0.01 0.01 0.03 0.121
H -1.379081 2.757599 4.116067 -0.03 0.02 0.01 0.120
H 0.686242 2.982545 5.461631 0.01 0.01 0.02 0.127
H 2.845922 2.165046 4.483373 0.02 0.01 0.03 0.123
H 2.812247 1.124037 2.231506 -0.02 0.02 0.04 0.100
C 0.101497 4.717706 0.596137 -0.08 0.01 -0.02 -0.137
C 1.453575 4.095171 0.269217 0.09 -0.02 -0.12 -0.371
As 1.384141 2.553159 -0.959030 0.06 0.40 -0.09 1.217
C 3.075146 2.711215 -1.935145 -0.07 -0.16 -0.07 -0.387
C 3.694215 4.095271 -2.063088 -0.02 0.13 0.02 -0.147
C 0.021318 3.139082 -2.241707 0.00 -0.10 0.09 -0.422
C 0.337649 4.407681 -3.018968 0.06 0.08 -0.04 -0.142
H 0.219377 5.519361 1.326004 0.02 -0.01 0.01 0.087
H -0.606575 4.001529 1.010818 0.00 -0.02 0.01 0.043
H -0.362242 5.155945 -0.287276 0.01 0.00 -0.01 0.065
H 1.971324 3.774358 1.174723 -0.01 -0.02 -0.02 0.055
H 2.090971 4.845108 -0.202534 -0.04 -0.07 0.02 0.059
H 2.883120 2.269120 -2.918803 -0.01 0.01 0.06 0.061
H 3.769887 2.045077 -1.430842 0.04 -0.06 0.01 0.040
H 3.008211 4.836140 -2.471710 0.02 -0.02 0.01 0.058
H 4.556288 4.048203 -2.727886 0.02 -0.02 -0.02 0.084
H 4.055216 4.461416 -1.102233 -0.01 0.00 0.00 0.073
H -0.903411 3.247332 -1.665916 0.05 0.03 0.00 0.058
H -0.128749 2.305888 -2.933252 0.00 0.05 0.09 -0.021
H 0.612077 5.240257 -2.369733 -0.01 -0.01 0.00 0.066
H -0.527306 4.722002 -3.602994 -0.02 -0.01 -0.01 0.084
H 1.158132 4.247903 -3.719138 0.00 0.00 0.01 0.071
C -0.533654 -4.300740 0.367014 0.08 -0.06 0.10 -0.064
O 0.403278 -3.635573 1.249381 -0.16 0.12 -0.25 -0.311
P 0.680353 -2.073984 1.137859 0.21 1.38 0.16 0.835
O 2.240267 -2.076274 0.473689 0.18 -1.15 0.17 -0.424
C 2.903223 -3.173119 -0.214935 -0.06 0.02 0.22 -0.001
O 1.006794 -1.681046 2.630931 -0.01 -0.13 0.14 -0.335
C 1.803779 -2.486698 3.527772 -0.03 -0.02 0.04 -0.053
H -0.052355 -5.210031 0.015657 -0.06 0.02 -0.02 0.099
H -0.789189 -3.660437 -0.476937 -0.05 -0.01 -0.05 0.073
H -1.424395 -4.541286 0.941441 0.00 -0.03 -0.05 0.098
H 2.741239 -3.068343 -1.286513 0.01 -0.05 0.01 0.101
H 2.488781 -4.102689 0.163782 0.05 -0.03 -0.06 0.095
H 3.962333 -3.104547 0.019825 -0.03 -0.03 -0.06 0.108
H 1.190822 -3.281004 3.948430 0.05 0.01 -0.03 0.097
H 2.140385 -1.815167 4.312857 0.01 -0.06 0.00 0.095
H 2.660033 -2.904438 2.998538 0.01 -0.01 0.04 0.090
Te 0.631279 0.028176 -4.617053 0.04 0.09 -0.13 1.130
C 2.361116 -0.439404 -0.157665 -0.16 1.66 -0.27 -0.236
C 3.798820 -0.421780 -0.427556 0.00 -0.21 -0.22 -0.320
C 4.253577 -0.480917 -1.745735 -0.03 -0.01 0.09 -0.062
C 5.613423 -0.481557 -2.014148 -0.01 0.02 -0.02 -0.047
C 6.523872 -0.422498 -0.970362 0.03 0.00 -0.03 -0.049
C 6.078538 -0.379583 0.344515 0.07 0.00 0.03 -0.051
C 4.723588 -0.391546 0.617692 -0.07 0.06 0.02 -0.045
H 3.536306 -0.528404 -2.554743 -0.07 0.03 -0.07 0.100
H 5.961700 -0.531226 -3.036181 0.01 0.00 -0.03 0.117
H 7.583866 -0.418479 -1.179118 0.05 0.00 -0.01 0.117
H 6.793106 -0.346123 1.154487 0.02 0.00 0.03 0.116
H 4.377081 -0.388384 1.643825 -0.01 -0.01 0.03 0.110
```
Positions in Å, forces in eV/Å.

***

No. 4
ORCA calculation (wB97M-V/def2-TZVPD) on a cluster of 2 separate species, C4H11OS in total in a non-equilibrium geometry.

Summary:
Orbital gap, eV: 6.6
Total charge: -1
ΔE to the lowest compared entry with this formula, charge and spin, kcal/mol: 5.36
HOMO, eV: -2.657
E_LUMO, eV: 3.9

```
17
Properties=species:S:1:pos:R:3:forces:R:3:nbo_charge:R:1
C -2.175713 -0.394344 -0.880285 -1.12 -0.16 -0.31 -0.615
C -1.778059 0.200321 -2.220582 0.04 0.68 -0.38 -0.514
S -0.064717 0.835863 -2.274104 0.11 -0.08 -0.10 -0.684
H -1.938527 -1.451068 -0.846656 0.70 -0.13 0.33 0.195
H -1.752412 0.180455 -0.064475 0.27 -0.18 0.17 0.208
H -3.271756 -0.410483 -0.732324 0.07 0.30 -0.16 0.167
H -2.418759 1.049439 -2.490099 -0.09 -0.05 0.30 0.171
H -1.944729 -0.505543 -3.036236 0.08 -0.30 0.09 0.172
H 0.967410 -0.233852 -0.725902 -0.17 -0.20 0.13 0.499
C 1.421775 0.366043 1.069535 -0.25 -0.41 0.08 -0.052
O 1.335880 -0.651978 0.105344 0.22 0.15 -0.08 -0.802
C 2.188302 -0.142349 2.276042 -0.09 0.30 0.14 -0.616
H 1.895220 1.261669 0.670826 0.17 0.17 -0.15 0.152
H 0.416817 0.663846 1.393250 -0.08 0.13 0.03 0.141
H 2.326682 0.684341 2.984234 0.07 -0.13 -0.01 0.185
H 1.625912 -0.925767 2.788865 0.09 -0.08 -0.09 0.194
H 3.166672 -0.526594 1.982568 -0.03 -0.03 0.01 0.198
```
Positions in Å, forces in eV/Å.